Record 1
DFT (ωB97M-V/def2-TZVPD) results for C30H31ClCoN5O4S as an isolated structure at a distorted geometry.

Last column: Löwdin charge in e.
Cartesian coordinates (Å):
Co 1.541 0.646 -0.951  0.66
N 3.582 0.619 -1.691  0.07
C 4.129 1.956 -1.599  -0.22
C 5.462 2.233 -1.570  0.01
C 5.909 3.572 -1.525  -0.04
C 5.012 4.600 -1.522  -0.01
C 3.622 4.329 -1.530  -0.13
C 2.632 5.337 -1.508  0.03
C 1.308 4.991 -1.506  -0.02
C 0.960 3.636 -1.493  -0.10
N 1.856 2.662 -1.508  0.05
C 3.185 2.995 -1.552  -0.16
H 4.253 -0.084 -1.403  0.11
H 3.341 0.399 -2.657  0.12
H 6.187 1.426 -1.601  0.13
H 6.973 3.775 -1.515  0.12
H 5.346 5.631 -1.511  0.13
H 2.932 6.379 -1.485  0.13
H 0.526 5.739 -1.502  0.12
H -0.084 3.347 -1.463  0.10
C 1.998 1.054 5.253  -0.03
C 2.037 1.127 3.759  -0.23
C 2.990 0.429 3.015  0.00
C 2.953 0.468 1.642  -0.10
N 2.033 1.176 0.965  -0.02
C 1.135 1.890 1.670  -0.11
C 1.108 1.891 3.044  0.00
H 2.966 0.777 5.667  0.09
H 1.275 0.292 5.560  0.10
H 1.678 2.000 5.687  0.09
H 3.757 -0.153 3.510  0.13
H 3.681 -0.079 1.056  0.12
H 0.440 2.499 1.103  0.10
H 0.368 2.488 3.562  0.12
Cl -3.817 1.119 0.856  0.73
C -2.735 1.135 -0.466  -0.66
C -3.154 1.474 -1.743  -0.06
C -2.229 1.444 -2.777  -0.02
C -0.919 1.116 -2.498  -0.11
N -0.517 0.816 -1.250  0.00
C -1.413 0.793 -0.257  -0.14
H -4.187 1.749 -1.924  0.12
H -2.522 1.673 -3.794  0.12
H -0.172 1.078 -3.281  0.13
H -1.075 0.475 0.722  0.11
C -7.296 -2.780 -0.474  0.02
C -5.899 -3.110 -0.004  -0.18
C -4.899 -3.455 -0.910  0.03
C -3.630 -3.806 -0.475  0.02
C -3.357 -3.800 0.884  -0.20
C -4.330 -3.445 1.809  0.02
C -5.595 -3.100 1.354  0.05
S -1.790 -4.368 1.467  0.65
O -1.748 -4.110 2.875  -0.23
O -1.550 -5.675 0.936  -0.22
N -0.668 -3.410 0.730  -0.07
C 0.461 -4.014 0.025  -0.18
C 0.874 -3.230 -1.216  -0.07
C 1.132 -1.785 -1.005  -0.59
O 1.027 -1.176 0.083  -0.04
O 1.501 -1.046 -2.004  -0.10
H -7.374 -2.805 -1.561  0.09
H -7.610 -1.793 -0.126  0.11
H -8.010 -3.498 -0.070  0.12
H -5.127 -3.474 -1.971  0.14
H -2.865 -4.108 -1.181  0.14
H -4.091 -3.462 2.864  0.13
H -6.370 -2.839 2.067  0.15
H -0.523 -2.516 1.166  0.11
H 0.137 -5.003 -0.287  0.11
H 1.333 -4.151 0.668  0.14
H 0.117 -3.313 -2.003  0.14
H 1.799 -3.645 -1.628  0.14

Cartesian forces (eV/Å) of the 2 atoms listed first:
Co 0.0705 0.3708 -0.0628
N 0.4709 0.4792 -0.0471

Highest occupied orbital energy (alpha / beta)   -13.31 / -13.44 eV
Kohn-Sham gap (alpha / beta)   7.55 / 3.25 eV
DFT total energy   -3977.21152 Ha
Multiplicity   5
Net charge   +2

Record 2
DFT (ωB97M-V/def2-TZVPD) results for C30H31CrN4O8P4Se2 as an isolated structure at a distorted geometry.

Last column: Löwdin charge in e.
Cartesian coordinates (Å):
Cr -2.176 1.608 -1.835  0.58
Se 0.505 -4.478 -0.310  0.32
P 1.476 -2.677 0.071  0.50
C 3.020 -2.352 -0.837  -0.35
C 3.707 -1.171 -0.574  -0.08
C 4.907 -0.927 -1.214  -0.07
C 5.419 -1.858 -2.107  -0.07
C 4.731 -3.034 -2.364  -0.07
C 3.526 -3.283 -1.729  -0.09
C 2.002 -2.548 1.806  -0.34
C 2.880 -3.548 2.216  -0.09
C 3.282 -3.614 3.535  -0.06
C 2.802 -2.688 4.449  -0.07
C 1.930 -1.694 4.040  -0.07
C 1.529 -1.621 2.717  -0.08
C 0.457 -1.275 -0.479  -0.32
C -0.205 -0.077 -0.138  -0.32
N -0.885 0.298 -1.239  -0.09
N -0.672 -0.632 -2.155  -0.05
N 0.142 -1.566 -1.742  0.13
P -0.811 0.850 1.287  0.78
Se -2.375 2.237 0.562  0.72
C -1.647 -0.442 2.274  -0.35
C -2.508 -1.231 1.508  -0.09
C -3.289 -2.195 2.112  -0.05
C -3.233 -2.368 3.487  -0.06
C -2.406 -1.562 4.251  -0.06
C -1.614 -0.597 3.653  -0.08
C 0.678 1.690 1.931  -0.34
C 1.011 1.886 3.266  -0.08
C 2.161 2.586 3.589  -0.06
C 2.967 3.110 2.593  -0.06
C 2.624 2.939 1.260  -0.06
C 1.483 2.235 0.929  -0.09
H 3.294 -0.462 0.133  0.10
H 5.450 -0.016 -1.010  0.11
H 6.361 -1.668 -2.601  0.11
H 5.135 -3.761 -3.052  0.11
H 2.968 -4.191 -1.913  0.07
H 3.230 -4.272 1.491  0.10
H 3.958 -4.393 3.854  0.11
H 3.107 -2.748 5.484  0.11
H 1.554 -0.979 4.755  0.10
H 0.853 -0.847 2.383  0.05
H -2.582 -1.073 0.436  0.11
H -3.947 -2.802 1.508  0.12
H -3.842 -3.121 3.962  0.11
H -2.382 -1.675 5.324  0.11
H -0.984 0.024 4.267  0.09
H 0.383 1.499 4.052  0.09
H 2.425 2.728 4.626  0.11
H 3.859 3.656 2.855  0.11
H 3.243 3.356 0.479  0.11
H 1.207 2.110 -0.113  0.11
O -1.704 4.067 -1.788  -0.21
P -3.014 4.033 -2.794  0.21
O -3.770 5.280 -2.707  -0.23
O -3.660 2.716 -2.411  -0.35
O -2.335 3.833 -4.221  -0.22
P -1.523 2.463 -4.655  0.24
O -2.701 1.502 -5.121  -0.11
O -0.555 2.745 -5.699  -0.23
O -0.962 1.928 -3.330  -0.35
H -1.349 4.956 -1.748  0.10
H -3.244 1.140 -4.404  0.04
C -3.749 5.401 0.459  -0.16
O -4.099 4.094 0.048  -0.31
H -4.592 5.867 0.974  0.08
H -3.469 6.012 -0.401  0.07
H -2.914 5.314 1.153  0.07
H -4.583 4.156 -0.785  0.06
C -1.838 -3.121 -3.732  -0.08
C -1.603 -1.686 -4.205  -0.15
C -1.751 -0.700 -3.099  -0.38
N -2.694 0.064 -2.819  0.04
H -1.737 -3.800 -4.573  0.08
H -2.838 -3.230 -3.320  0.08
H -1.116 -3.401 -2.970  0.03
H -2.316 -1.424 -4.987  0.12
H -0.590 -1.576 -4.598  0.13

Cartesian forces (eV/Å) of the 2 atoms listed first:
Cr -0.5900 0.4686 -0.7812
Se -0.0487 -0.2657 -0.0184

ΔE to the lowest compared entry with this formula, charge and spin   111.36 kJ/mol
Highest occupied orbital energy (alpha / beta)   -8.56 / -8.53 eV
Kohn-Sham gap (alpha / beta)   7.45 / 7.73 eV
DFT total energy   -9195.75497 Ha
Multiplicity   2

Record 3
DFT (ωB97M-V/def2-TZVPD) results for C30H31IN3O6PS2Ti as an isolated structure.

Last column: Löwdin charge in e.
Cartesian coordinates (Å):
Ti 0.067 0.983 -0.685  0.77
C 2.181 -0.384 1.542  -0.01
C 0.918 -0.856 0.892  -0.32
N -0.219 -0.290 1.172  -0.02
N -1.342 -1.106 1.007  -0.05
C -2.356 -0.563 0.447  -1.11
S -2.455 0.966 -0.345  0.56
S -3.850 -1.516 0.445  0.87
C -3.336 -2.951 1.409  -0.46
C -3.151 -2.773 2.900  -0.28
C -3.396 -1.580 3.565  -0.06
C -3.202 -1.480 4.935  -0.09
C -2.758 -2.573 5.665  -0.12
C -2.503 -3.770 5.009  -0.11
C -2.697 -3.863 3.640  -0.06
C 0.976 -2.048 0.012  -0.12
C 1.590 -3.240 0.364  -0.05
C 1.582 -4.329 -0.497  -0.13
C 0.958 -4.197 -1.736  -0.11
C 0.364 -3.008 -2.116  -0.02
C 0.366 -1.896 -1.256  -0.33
O -0.170 -0.754 -1.615  -0.23
H 2.025 0.536 2.098  0.08
H 2.977 -0.263 0.808  0.09
H 2.490 -1.167 2.246  0.08
H -2.410 -3.332 0.976  0.08
H -4.126 -3.686 1.227  0.07
H -3.714 -0.715 2.997  0.09
H -3.376 -0.532 5.428  0.10
H -2.596 -2.488 6.733  0.09
H -2.140 -4.628 5.562  0.09
H -2.472 -4.793 3.127  0.11
H 2.062 -3.324 1.338  0.10
H 2.052 -5.261 -0.209  0.08
H 0.950 -5.036 -2.425  0.09
H -0.082 -2.894 -3.095  0.10
O 4.047 1.704 -1.437  0.01
C 2.900 1.674 -0.989  -0.61
O 1.957 0.903 -1.423  -0.17
C 2.483 2.518 0.166  -0.23
C 3.375 3.354 0.803  -0.04
C 2.988 4.077 1.917  -0.06
C 1.644 3.944 2.384  -0.18
C 1.162 4.647 3.496  -0.08
C -0.148 4.514 3.933  -0.14
C -1.005 3.660 3.249  -0.12
C -0.558 2.948 2.146  -0.04
C 0.762 3.063 1.684  -0.21
N 1.184 2.341 0.588  -0.01
H 4.376 3.405 0.395  0.11
H 3.673 4.738 2.435  0.08
H 1.845 5.312 4.016  0.09
H -0.495 5.071 4.796  0.08
H -2.033 3.544 3.572  0.09
H -1.234 2.282 1.627  0.04
I -1.694 3.255 -3.253  0.58
C -0.256 2.941 -1.639  -0.74
H -0.613 3.655 -0.893  -0.06
H 0.665 3.346 -2.063  -0.05
C -2.052 -0.644 -4.185  -0.16
O -1.057 -0.331 -5.166  -0.34
P 0.378 0.220 -4.611  0.85
O 0.947 0.806 -6.049  -0.35
C 0.687 2.181 -6.291  -0.19
O 1.204 -1.187 -4.654  -0.34
C 2.448 -1.144 -3.938  -0.14
H -3.025 -0.496 -4.653  0.08
H -1.980 -0.002 -3.307  0.02
H -1.954 -1.681 -3.861  0.07
H 0.857 2.785 -5.397  0.05
H -0.347 2.335 -6.612  0.07
H 1.362 2.508 -7.083  0.07
H 2.640 -2.144 -3.552  0.07
H 2.404 -0.443 -3.099  0.05
H 3.253 -0.848 -4.616  0.08

Cartesian forces (eV/Å) of the 2 atoms listed first:
Ti -0.1822 0.5131 -0.2262
C -0.0459 -0.0524 0.0172

ΔE to the lowest compared entry with this formula, charge and spin   82.63 kJ/mol
Highest occupied orbital energy (alpha / beta)   0.03 / -2.65 eV
Kohn-Sham gap (alpha / beta)   4.15 / 6.82 eV
DFT total energy   -4062.60321 Ha
Multiplicity   3
Net charge   -2